{
  "formula": "C30H71N10O8",
  "method": "the ωB97M-V functional and the def2-TZVPD basis",
  "e_lumo_ev": -3.149,
  "relative_energy_kj_mol": 0.0,
  "charge": 1,
  "total_energy_ha": -2334.99101,
  "elements": ["H", "H", "C", "N", "H", "C", "C", "H", "H", "H", "H", "H", "H", "H", "H", "C", "H", "H", "O", "H", "H", "O", "H", "H", "O", "C", "C", "H", "H", "H", "C", "C", "H", "H", "H", "H", "H", "H", "H", "N", "H", "N", "H", "H", "H", "H", "C", "H", "H", "H", "O", "N", "H", "H", "H", "C", "H", "H", "H", "H", "O", "H", "C", "H", "C", "H", "H", "H", "N", "C", "C", "C", "C", "H", "H", "N", "C", "H", "C", "C", "C", "C", "C", "H", "O", "O", "H", "H", "H", "N", "C", "O", "H", "H", "H", "H", "H", "H", "N", "C", "C", "H", "H", "N", "C", "C", "C", "H", "C", "H", "H", "H", "H", "H", "H", "H", "N", "H", "C"],
  "coordinates": [[2.63, -3.65, 7.94], [0.15, -3.34, -10.64], [-1.54, -3.75, 0.12], [3.93, 2.46, -6.54], [6.94, -5.28, 6.81], [-0.32, -2.35, -8.41], [-3.75, -1.57, 2.58], [-2.28, 5.41, -9.33], [-2.85, -2.14, 2.37], [2.96, 2.47, -6.82], [1.66, -2.99, -11.48], [1.15, -2.05, -3.29], [-0.65, -2.52, -1.37], [1.45, -0.35, -3.73], [-1.27, 0.47, 6.91], [3.04, 0.20, 7.54], [1.22, 0.43, -5.84], [-2.89, 4.77, -10.86], [0.83, -0.49, 6.96], [-6.27, 3.78, 10.03], [3.91, -0.16, 7.00], [1.81, -2.27, -7.31], [-2.60, 0.19, 2.21], [0.63, 3.66, -9.78], [-1.26, 1.31, -9.06], [4.87, 3.27, -7.30], [-2.09, 1.89, 5.73], [-3.47, -0.39, 5.05], [-3.39, -4.78, -1.49], [-0.84, -3.30, -8.58], [1.06, -1.31, -4.08], [-6.33, 4.38, 9.13], [-3.07, 5.64, 6.06], [-3.55, 5.01, 8.60], [-0.81, -0.78, 3.58], [-4.35, -2.05, 3.35], [-4.10, 4.21, 5.74], [-0.84, 3.46, 5.70], [3.45, -5.14, 8.43], [1.83, 0.94, 5.54], [1.65, -1.62, -4.94], [1.80, -3.12, -9.38], [1.01, 0.84, 4.97], [-7.36, 4.31, 8.77], [3.60, -4.57, 6.77], [4.89, 2.96, -8.34], [-1.45, -0.90, 4.46], [0.18, 0.26, -7.27], [5.87, 3.16, -6.89], [-6.16, 5.42, 9.41], [-2.38, 3.84, 6.84], [-2.52, -4.66, 0.40], [-4.19, 0.55, 2.87], [0.86, 1.95, -10.18], [-1.71, -1.95, 4.53], [1.17, -2.57, -8.31], [5.39, -5.86, 7.41], [2.88, -0.45, 8.39], [-1.67, -0.33, -5.72], [-2.47, 2.00, 3.82], [-1.27, -1.88, -3.94], [-0.66, -1.92, -7.47], [0.20, 0.52, -6.21], [2.57, 2.81, 4.93], [4.71, -3.41, 8.20], [-2.39, -2.72, -1.58], [-4.83, 3.01, 8.41], [-1.30, -4.04, -2.00], [5.94, -3.97, 8.12], [-2.11, 4.66, -10.11], [5.61, 1.56, -4.99], [-3.48, 4.72, 6.49], [-1.11, 2.41, -9.57], [3.25, 1.21, 7.90], [2.79, -3.25, -9.25], [-1.84, 3.28, 5.67], [-4.25, 4.98, 7.76], [-4.52, -4.98, -0.15], [1.82, 0.19, 6.67], [2.91, 1.78, 5.05], [0.18, 2.79, -10.26], [3.52, -4.25, 7.81], [6.29, -5.31, 7.68], [-2.51, -4.98, 1.35], [3.28, 1.02, -4.95], [-0.78, -3.38, 1.01], [5.63, 0.88, -4.15], [3.27, 1.43, 4.08], [-3.41, -6.29, -0.58], [-1.99, 1.20, 6.92], [-0.39, -1.20, -4.47], [4.58, -2.25, 8.59], [3.73, 1.77, 5.74], [-4.71, 5.96, 7.71], [6.79, -5.86, 8.48], [4.60, 4.32, -7.25], [-0.11, 1.57, -6.11], [-5.85, 3.68, 7.13], [-2.42, 1.36, 4.60], [4.18, 1.65, -5.48], [-2.72, -0.07, 4.33], [1.37, -4.60, -10.81], [-0.56, -1.67, -9.22], [-0.70, -0.34, -5.47], [1.22, -3.54, -10.64], [-5.33, 3.92, 8.06], [-1.47, -3.23, -1.29], [-0.91, -0.63, 5.36], [-3.35, -0.14, 2.94], [-4.32, -1.55, 1.65], [0.02, 3.03, -11.31], [-2.86, 0.86, 7.30], [-2.94, 3.01, -9.08], [6.27, 1.18, -5.78], [5.98, 2.54, -4.67], [-1.16, 4.87, -10.58], [-2.11, 3.33, -9.55], [6.69, -3.36, 8.40], [-3.51, -5.21, -0.50]],
  "mulliken_charge": [0.265, 0.329, 0.719, -0.083, 0.285, -0.998, -1.266, 0.287, 0.186, 0.144, 0.280, 0.257, 0.257, 0.318, 0.179, -1.688, -0.064, 0.292, -0.716, 0.326, 0.421, -0.608, 0.457, 0.370, -0.586, -0.920, 0.088, 0.139, 0.314, 0.496, -0.971, -1.182, 0.332, 0.254, 0.287, 0.364, 0.302, 0.300, 0.379, -0.033, 0.268, -0.189, 0.128, 0.292, 0.369, 0.286, -1.066, -0.039, 0.354, 0.344, -0.194, -0.119, 0.417, 0.281, 0.407, 0.749, 0.307, 0.334, 0.253, 0.374, -0.722, -0.094, -0.150, 0.284, 0.774, 0.379, 0.083, 0.387, -0.171, -0.860, -1.446, -0.403, 0.778, 0.420, 0.241, -0.253, -0.661, 0.273, 1.127, -0.990, -1.340, -1.282, -0.826, 0.258, -0.595, -0.715, 0.293, 0.315, 0.292, -0.297, 0.735, -0.630, 0.383, 0.469, 0.288, 0.301, 0.268, 0.331, 0.119, 0.845, 0.230, 0.288, 0.361, -0.106, -0.864, -0.148, -1.201, 0.185, -0.673, 0.402, 0.400, 0.271, 0.237, 0.381, 0.397, 0.324, -0.170, 0.240, -0.838]
}